Record 1
Here is an isolated molecule of C4H12N2 from OMol25. Energies are from ωB97M-V/def2-TZVPD.

- Charge: 0
- SMILES string: CNCCNC
- ΔE to the lowest compared entry with this formula, charge and spin: 1.566 eV
- Lowest unoccupied orbital energy: 1.14 eV
- HOMO level: -8.05 eV

Last column: Löwdin charge in e.
Atoms and positions in Å:
C -2.43447 -0.31143 0.65760  -0.139
N -1.32118 -0.19991 -0.25332  -0.130
C -0.72350 1.09350 -0.39733  -0.233
C 0.84319 0.99442 -0.42672  -0.214
N 1.40258 -0.08612 0.35459  -0.152
C 2.04160 -1.25233 -0.23985  -0.133
H -3.19809 -1.06158 0.42908  0.068
H -2.10905 -0.58239 1.67577  0.073
H -2.88323 0.67637 0.76316  0.070
H -0.68277 -0.96136 -0.19059  0.072
H -1.01054 1.81460 0.36962  0.102
H -0.91146 1.57034 -1.37018  0.099
H 1.16625 1.92810 0.04721  0.106
H 1.31729 0.97932 -1.41349  0.106
H 1.98962 0.18588 1.11923  0.090
H 1.34419 -2.10521 -0.28899  0.062
H 2.81942 -1.57009 0.45219  0.076
H 2.35015 -1.11209 -1.28797  0.078

***

Record 2
Here is a 2-piece molecular cluster, C5H8F5N3P overall from OMol25. Energies are from ωB97M-V/def2-TZVPD.

- Charge: +1
- ΔE to the lowest compared entry with this formula, charge and spin: 4.860 eV
- Lowest unoccupied orbital energy (alpha / beta): -5.98 / -7.19 eV
- HOMO level (alpha / beta): -13.46 / -13.38 eV

Last column: Löwdin charge in e.
Atoms and positions in Å:
C -2.08244 0.83223 0.06883  -0.113
C -1.15048 1.40151 -0.70787  -0.265
C -1.81693 -0.49603 0.74925  -0.433
C 0.92378 1.46394 -2.06650  -0.002
C -0.21566 -1.35405 2.46981  0.020
N 0.10937 0.91671 -0.86765  -0.165
N -0.40453 -0.50661 1.22855  -0.115
N 2.66326 -1.06564 -1.34353  0.043
F -3.27554 1.31281 0.32390  0.173
F -1.44687 2.46180 -1.45707  0.160
F -1.92436 -1.52522 -0.23638  0.058
F -2.59591 -0.85873 1.76815  0.157
F 1.80241 0.44679 0.95102  -0.145
P 0.75409 -0.29050 0.02119  0.991
H 1.99603 1.15114 -2.02575  0.070
H 0.48271 1.21713 -3.01635  0.088
H 0.89421 2.64138 -1.85318  0.151
H 0.09682 -0.72564 3.20321  0.070
H -1.17817 -1.69616 2.76227  0.093
H 0.44330 -2.14207 2.40122  0.078
H 2.45753 -2.00666 -1.75288  0.026
H 3.46738 -1.17809 -0.62025  0.059

***

Record 3
Here is a 7-piece molecular cluster, H14O7 overall from OMol25. Energies are from ωB97M-V/def2-TZVPD.

- Charge: 0
- SMILES string: O.O.O.O.O.O.O
- ΔE to the lowest compared entry with this formula, charge and spin: 5.009 eV
- Lowest unoccupied orbital energy: 0.06 eV
- HOMO level: -9.72 eV

Last column: Löwdin charge in e.
Atoms and positions in Å:
H -0.01608 1.12904 1.19766  0.075
H -0.47454 1.40728 -0.32412  0.034
H -0.08791 4.03499 -1.73566  0.035
H -0.20997 2.50347 -2.20450  0.068
H -4.90707 -1.62287 0.69867  -0.018
H -3.67881 -1.18804 0.01843  0.054
H 0.99259 0.31172 -0.58843  0.001
H 1.36069 0.43846 -1.92055  0.100
H 0.70264 -2.36078 -1.64462  0.014
H 1.82499 -3.39764 -1.29119  0.064
H 4.68698 -1.14361 1.89727  0.072
H 3.21507 -0.67458 1.44923  -0.004
H -1.58103 0.18092 3.12556  0.084
H -1.47517 -0.23246 1.75393  0.060
O -0.62256 0.84856 0.48795  -0.162
O -0.26955 3.14518 -1.44054  -0.077
O -4.50763 -1.70823 -0.11771  -0.036
O 0.72701 0.84508 -1.27828  -0.079
O 1.52503 -2.72323 -1.95867  -0.073
O 4.09076 -0.38603 1.62716  -0.068
O -1.29545 0.59279 2.24841  -0.143

***

Record 4
Here is a 8-piece molecular cluster, H16O8 overall from OMol25. Energies are from ωB97M-V/def2-TZVPD.

- Charge: 0
- SMILES string: O.O.O.O.O.O.O.O
- ΔE to the lowest compared entry with this formula, charge and spin: 4.445 eV
- Lowest unoccupied orbital energy: 0.08 eV
- HOMO level: -10.31 eV

Last column: Löwdin charge in e.
Atoms and positions in Å:
O -1.71843 -1.44183 1.04173  -0.102
H -1.21453 -2.34869 0.86562  0.026
H -2.46933 -1.70227 0.52475  0.034
O -0.28850 -3.53453 0.66137  0.093
H 0.57230 -3.13465 0.49069  0.107
H -0.31613 -3.84861 1.43866  -0.037
O 0.01876 2.69712 0.92125  -0.144
H 0.80650 2.58527 0.28730  0.050
H 0.43550 3.57455 1.41329  0.137
O -0.01189 0.14955 -0.69373  0.008
H 0.39989 -0.12791 -1.37818  -0.079
H -0.61132 -0.50461 -0.28119  0.055
O -1.67127 2.09682 -1.86656  -0.185
H -2.63391 2.39789 -1.67323  0.065
H -1.35067 1.37395 -1.13907  0.060
O 1.39642 0.20047 -3.28750  -0.022
H 0.92468 -0.31089 -3.88996  0.005
H 2.20749 -0.36383 -3.39154  0.081
O -0.09830 0.22793 3.16163  -0.099
H 0.21298 0.67794 2.34696  -0.006
H -0.88752 -0.10875 2.64782  0.026
O 2.32117 0.12662 0.77508  -0.080
H 1.45563 0.22137 0.37535  -0.049
H 2.52046 1.09707 0.64946  0.058

***

Record 5
Here is C18H29NO2 as an isolated structure from OMol25. Energies are from ωB97M-V/def2-TZVPD.

- Charge: 0
- ΔE to the lowest compared entry with this formula, charge and spin: 19.325 eV
- Lowest unoccupied orbital energy: 0.81 eV
- HOMO level: -7.90 eV

Last column: Löwdin charge in e.
Atoms and positions in Å:
C -4.20913 -0.66569 1.49893  -0.043
C -3.05180 -0.17221 0.46667  -0.181
C -2.95178 1.29220 0.21865  0.013
C -2.10188 1.71073 -0.63487  -0.222
C -1.26984 0.70688 -1.42743  0.023
C -1.43508 -0.56268 -0.99308  -0.036
C -2.40369 -1.15184 -0.01017  -0.274
C -2.35056 -2.49975 -0.07515  -0.459
H -3.19596 -2.74691 0.63584  0.150
C -0.98021 -3.02156 0.68703  0.087
H -1.11788 -3.83966 0.94260  -0.040
H -0.27989 -2.70247 -0.06806  0.087
H -0.82413 -2.61066 1.50810  0.016
C -2.55599 -3.18493 -1.22529  -0.112
H -3.51175 -2.94861 -1.85184  0.134
H -2.72791 -4.37340 -0.94688  0.152
H -1.72924 -3.27429 -1.91424  0.077
H -0.72794 -1.17745 -1.48380  0.094
H -0.45260 1.35943 -2.03420  0.155
O -2.22642 3.15370 -0.66395  -0.067
C -1.02493 3.79234 -1.01582  -0.095
C -0.33674 3.97998 0.56688  -0.023
O 0.24339 2.75988 0.93918  -0.119
C 1.39418 2.25349 0.47802  -0.391
C 1.67484 0.92342 0.48787  -0.208
N 2.78910 0.14660 -0.07508  -0.106
C 2.73460 -1.51582 0.05444  -0.004
C 4.21163 -1.60370 -0.23912  -0.180
H 4.16576 -2.50870 -0.91996  0.121
H 4.62879 -2.27737 0.75183  0.179
C 4.92110 -0.34681 -0.56437  -0.193
H 5.91114 -0.48884 -0.29692  0.107
H 4.92640 -0.21946 -1.56492  0.092
C 4.03511 0.45401 0.17976  -0.383
H 4.25027 0.52745 1.28703  0.134
H 4.24195 1.79044 -0.15696  0.203
H 2.42615 -1.65081 0.88367  0.017
H 2.02789 -1.72825 -0.41086  -0.007
H 1.88295 0.76381 1.82766  0.178
H 0.62097 0.35100 0.65721  0.166
H 2.36493 2.77191 0.79856  0.155
H 1.28003 2.31206 -0.55280  0.105
H -1.00985 4.19896 1.20761  0.065
H 0.55950 4.46165 0.33586  0.102
H -0.45001 3.41164 -1.77132  0.074
H -1.09795 4.74215 -1.25332  0.058
H -3.70393 1.77278 0.78447  0.108
H -3.67775 -1.33011 2.29882  0.098
H -4.90739 -1.26511 0.80685  0.081
H -4.97843 0.23058 1.84683  0.116

***

Record 6
Here is C45H45BBrInN6P2S2 as an isolated structure from OMol25. Energies are from ωB97M-V/def2-TZVPD.

- Charge: +2
- ΔE to the lowest compared entry with this formula, charge and spin: 0.000 eV
- Lowest unoccupied orbital energy: -5.29 eV
- HOMO level: -12.56 eV

Last column: Löwdin charge in e.
Atoms and positions in Å:
In 11.88094 14.50943 11.03495  0.243
C 11.34502 20.03709 16.75931  -0.083
N 13.30482 17.09758 12.60456  -0.074
C 14.62857 17.44120 12.81826  -0.022
C 15.17905 16.42736 13.51719  -0.027
N 14.20699 15.53675 13.76149  0.004
B 14.48248 14.12314 14.40362  -0.337
N 14.45488 12.92624 13.23301  0.040
C 14.75245 11.60672 13.65789  -0.020
C 15.01543 10.80368 12.56470  -0.005
N 14.82550 11.62567 11.48813  -0.125
C 14.93693 11.18054 10.09833  -0.032
C 14.51892 12.88449 11.90532  -0.705
S 14.32093 14.05353 10.66922  0.737
C 13.03387 15.98512 13.23699  -0.787
S 11.58973 15.13072 13.34822  0.760
H 11.25663 19.98368 17.78252  0.058
H 10.47208 20.57311 16.40162  0.095
H 12.20395 20.67830 16.53812  0.086
H 15.05699 18.31730 12.35158  0.144
H 16.20037 16.29476 13.86516  0.148
H 15.55389 14.14134 14.90756  0.077
H 13.60332 13.82679 15.13955  0.061
H 14.79444 11.43800 14.71550  0.126
H 15.34922 9.80346 12.53233  0.125
H 14.84084 10.11719 10.00887  0.090
H 15.89758 11.47339 9.63750  0.108
H 14.13689 11.69074 9.50974  0.064
C 10.36510 17.82170 9.90152  -0.301
N 9.58766 17.58551 11.18881  -0.165
C 8.67989 16.42577 11.17110  -0.239
P 9.30872 14.77800 10.35214  1.043
C 8.38025 13.35087 11.06007  -0.380
C 8.01576 12.29044 10.20873  -0.107
C 7.23640 11.24784 10.68734  -0.060
C 6.87029 11.20710 12.04459  -0.039
C 7.38061 12.20298 12.88912  -0.060
C 8.14572 13.24522 12.40238  -0.120
C 9.17951 15.02691 8.52886  -0.353
C 8.08934 15.74595 7.98315  -0.104
C 8.17413 16.37494 6.77141  -0.075
C 9.35036 16.38027 6.04880  -0.047
C 10.38578 15.52978 6.44684  -0.076
C 10.29815 14.83844 7.62846  -0.104
C 9.02416 18.85522 11.61891  -0.235
C 8.30800 19.63662 10.69770  -0.043
C 7.65356 20.80568 11.09048  -0.071
C 7.58436 21.17286 12.41751  -0.067
C 8.26984 20.40792 13.34340  -0.069
C 8.96370 19.25164 13.00129  0.013
P 12.01646 17.05669 10.15916  1.031
C 12.54688 17.88628 11.69645  -0.333
C 12.57578 19.20174 11.86881  -0.027
C 13.14509 19.84594 13.06820  -0.075
C 12.86162 19.50574 14.34087  -0.087
C 12.00607 18.51084 14.92821  -0.092
C 11.37695 18.73700 16.12895  -0.104
C 13.15993 17.69214 8.94283  -0.355
C 12.60885 18.43646 7.87108  -0.087
C 13.47202 18.87886 6.92331  -0.058
C 14.84636 18.62489 7.05792  -0.049
C 15.35024 17.98235 8.13241  -0.065
C 14.51201 17.51146 9.10824  -0.091
H 10.51264 18.93036 9.73497  0.110
H 9.91863 17.44865 8.99773  0.061
H 7.71797 16.63567 10.63944  0.102
H 8.34263 16.13853 12.17588  0.090
H 8.30904 12.30555 9.13694  0.119
H 6.85785 10.45435 10.01614  0.126
H 6.20709 10.43532 12.41377  0.115
H 7.11028 12.16442 13.95581  0.125
H 8.48600 14.00654 13.12610  0.113
H 7.14771 15.81784 8.54212  0.122
H 7.27942 16.86901 6.43632  0.118
H 9.49337 16.98986 5.12748  0.134
H 11.28406 15.40340 5.82814  0.127
H 11.16326 14.27047 7.91403  0.082
H 8.21234 19.28389 9.64257  0.127
H 7.15969 21.36142 10.28584  0.117
H 7.22190 22.14812 12.72988  0.118
H 8.33635 20.71343 14.35584  0.096
H 9.52263 18.77528 13.76025  0.078
H 12.16998 19.77862 11.03979  0.126
H 13.86319 20.64324 12.94589  0.116
H 13.24559 20.22515 15.03757  0.100
H 11.81286 17.59106 14.39961  0.049
H 10.85051 17.95678 16.65893  0.113
H 11.56818 18.68537 7.74779  0.100
H 13.07354 19.43814 6.07065  0.124
H 15.48987 18.98386 6.28039  0.115
H 16.38353 17.84898 8.30670  0.112
H 14.88969 17.04960 10.00970  0.087
Br 10.58042 7.60075 11.86861  0.848
C 10.92554 9.43825 11.76564  -0.670
C 10.89340 9.96254 10.47115  -0.095
C 11.05744 11.35022 10.31936  -0.121
N 11.34095 12.14146 11.37832  -0.027
C 11.37576 11.59751 12.59824  -0.139
C 11.16984 10.27428 12.85528  -0.056
H 10.62767 9.31904 9.60698  0.122
H 10.91190 11.88880 9.38211  0.111
H 11.57953 12.28359 13.39478  0.087
H 11.23570 9.86038 13.83464  0.117